[1]
Here is 9 unconnected molecules or ions with the total composition H18O9 from the OMol25 dataset. Energies are from ωB97M-V/def2-TZVPD.

Results
Net charge: 0
ΔE to the lowest compared entry with this formula, charge and spin in kcal per mole: 79.10
Maximum force in eV/Å: 1.2
Energy in Ha: -687.8997
SMILES string: O.O.O.O.O.O.O.O.O

Element x y z (Å)
H -1.258 -0.245 -1.203
H -0.371 -0.774 -0.088
H -2.966 -1.859 -1.835
H -3.525 -0.542 -1.324
H -3.138 2.629 0.212
H -1.811 2.063 0.688
H 3.980 -0.055 0.139
H 5.172 0.104 1.069
H -1.716 0.009 3.097
H -2.924 -0.739 2.556
H 0.628 2.595 -0.864
H -0.065 3.913 -1.168
H -0.907 -2.936 -0.248
H -1.826 -2.824 0.957
H 1.302 0.154 0.563
H 2.104 1.396 0.209
H 4.384 -1.637 -0.208
H 3.324 -2.060 -1.211
O -1.165 -0.250 -0.244
O -3.694 -1.242 -1.964
O -2.187 2.774 0.158
O 4.215 0.210 1.036
O -2.381 0.042 2.399
O 0.452 3.213 -1.582
O -1.829 -2.790 -0.006
O 2.030 0.456 0.008
O 4.171 -1.606 -1.147

natural (NBO) atomic charge list, values in e, 6 entries: atom 1 (H): 0.478, atom 2 (H): 0.450, atom 3 (H): 0.476, atom 4 (H): 0.469, atom 5 (H): 0.471, atom 6 (H): 0.484



[2]
Here is a molecular structure, H18O9Sn from the OMol25 dataset. Energies are from ωB97M-V/def2-TZVPD.

Results
Net charge: +2
ΔE to the lowest compared entry with this formula, charge and spin in kcal per mole: 0.00
Maximum force in eV/Å: 2.9
Energy in Ha: -901.7306

Element x y z (Å)
Sn 0.092 0.018 -0.009
O 2.333 -0.912 0.754
H 2.961 -0.270 1.133
H 2.472 -1.795 0.993
O -1.274 -2.299 -0.279
H -0.843 -3.065 0.119
H -2.164 -2.624 -0.409
O -0.107 -1.464 2.276
H -0.384 -0.888 2.991
H 0.729 -1.853 2.620
O -0.619 2.663 -0.454
H -0.577 3.253 0.297
H -0.929 3.246 -1.126
O 1.592 1.136 -1.903
H 1.645 2.008 -2.329
H 1.264 0.631 -2.611
O 1.166 -1.701 -1.768
H 2.000 -1.970 -2.087
H 0.584 -2.461 -1.814
O -2.179 0.575 1.148
H -2.337 1.295 1.791
H -3.034 0.379 0.795
O 0.623 1.554 1.987
H 1.178 2.312 1.659
H 1.092 1.237 2.767
O -1.457 0.392 -1.943
H -1.546 -0.302 -2.622
H -2.292 0.905 -1.970

natural (NBO) atomic charge list, values in e, 6 entries: atom 1 (Sn): 1.581, atom 2 (O): -0.971, atom 3 (H): 0.518, atom 4 (H): 0.505, atom 5 (O): -0.968, atom 6 (H): 0.500



[3]
Here is a molecular structure, H18O9Sn from the OMol25 dataset. Energies are from ωB97M-V/def2-TZVPD.

Results
Net charge: +2
ΔE to the lowest compared entry with this formula, charge and spin in kcal per mole: 2.88
Maximum force in eV/Å: 3.9
Energy in Ha: -901.7260

Element x y z (Å)
Sn 0.052 0.063 0.047
O 0.341 -1.252 -2.226
H 0.062 -0.868 -3.104
H 0.086 -2.117 -2.320
O -0.723 1.463 -2.057
H -0.009 1.702 -2.673
H -1.540 1.435 -2.533
O -2.315 1.258 0.507
H -3.077 0.647 0.453
H -2.501 1.813 -0.235
O 2.579 0.452 -0.744
H 3.341 0.064 -1.197
H 2.704 1.395 -0.941
O -0.970 -0.922 2.212
H -0.246 -0.821 2.806
H -1.168 -1.866 2.135
O 0.247 2.716 0.475
H 0.909 3.220 0.905
H -0.463 2.785 1.121
O -2.105 -1.331 -0.626
H -2.979 -1.082 -0.942
H -1.975 -2.240 -0.779
O 1.590 0.261 2.231
H 2.458 -0.129 2.286
H 1.542 0.936 2.894
O 1.103 -2.281 0.642
H 1.925 -2.558 0.187
H 1.127 -2.746 1.487

natural (NBO) atomic charge list, values in e, 6 entries: atom 1 (Sn): 1.575, atom 2 (O): -0.945, atom 3 (H): 0.506, atom 4 (H): 0.486, atom 5 (O): -0.968, atom 6 (H): 0.510



[4]
Here is 9 unconnected molecules or ions with the total composition H19O9 from the OMol25 dataset. Energies are from ωB97M-V/def2-TZVPD.

Results
Net charge: +1
ΔE to the lowest compared entry with this formula, charge and spin in kcal per mole: 82.92
Maximum force in eV/Å: 6.5
Energy in Ha: -688.2446

Element x y z (Å)
O 0.181 -0.132 -0.740
H 0.541 -0.993 -1.121
H -2.482 -0.075 1.004
O 1.790 0.544 -3.708
H -1.777 -0.128 2.379
O -0.175 2.501 2.137
H 2.209 1.367 -3.828
H 0.296 2.837 2.979
O -1.622 2.457 -1.793
H -1.303 2.671 -2.578
H -1.195 3.157 -1.242
O -2.173 -2.940 1.598
H -1.230 -2.932 1.450
H -2.367 -3.684 2.268
O -2.610 -0.480 2.111
H -0.331 3.300 1.652
H -2.522 -1.596 2.072
O -2.170 0.454 -0.336
H -1.489 0.164 -0.944
H -3.102 0.626 -0.831
O 4.286 0.635 -0.353
H 4.747 -0.011 0.324
H 3.340 0.528 -0.313
O 1.751 -3.056 1.213
H 1.774 -2.248 0.664
H 2.615 -3.412 1.217
H 0.814 0.597 -1.109
H 2.204 -0.151 -4.171

natural (NBO) atomic charge list, values in e, 6 entries: atom 1 (O): -0.976, atom 2 (H): 0.490, atom 3 (H): 0.548, atom 4 (O): -0.966, atom 5 (H): 0.516, atom 6 (O): -0.955



[5]
Here is 2 unconnected molecules or ions with the total composition H2 from the OMol25 dataset. Energies are from ωB97M-V/def2-TZVPD.

Results
Net charge: 0
ΔE to the lowest compared entry with this formula, charge and spin in kcal per mole: 113.24
Maximum force in eV/Å: 3.1
Energy in Ha: -0.9804

Element x y z (Å)
H 0.000 0.000 0.983
H 0.000 0.000 -0.983

What are the Löwdin partial charges on each atom? They are as follows, in elementary charge units: atom 1 (H): 0.000, atom 2 (H): 0.000



[6]
Here is 10 unconnected molecules or ions with the total composition H20N2O11 from the OMol25 dataset. Energies are from ωB97M-V/def2-TZVPD.

Results
Net charge: 0
ΔE to the lowest compared entry with this formula, charge and spin in kcal per mole: 52.99
Maximum force in eV/Å: 9.9
Energy in Ha: -948.8902

Element x y z (Å)
N 5.047 -32.644 -7.575
H 4.030 -32.422 -7.401
H 4.976 -33.378 -8.296
H 5.628 -32.943 -6.589
H 5.468 -31.845 -8.066
N 6.574 -36.101 -5.907
O 7.123 -36.883 -6.702
O 5.632 -35.383 -6.281
O 6.695 -36.322 -4.653
O 8.414 -34.431 -8.242
H 7.772 -34.814 -8.754
H 8.898 -35.142 -7.840
O 3.778 -33.362 -4.274
H 4.516 -33.916 -4.111
H 4.091 -32.463 -4.150
O 5.511 -38.903 -8.237
H 5.843 -38.155 -7.737
H 4.746 -38.530 -8.656
O 5.660 -34.775 -2.578
H 6.271 -33.959 -2.610
H 5.964 -35.253 -3.230
O 9.135 -37.309 -8.557
H 9.532 -38.001 -8.004
H 8.493 -37.167 -7.939
O 6.865 -38.718 -3.532
H 6.821 -39.293 -4.182
H 6.768 -37.848 -3.859
O 9.494 -37.332 -4.888
H 9.880 -36.508 -4.681
H 8.710 -37.227 -5.166
O 3.271 -37.248 -6.207
H 2.746 -36.471 -5.867
H 4.152 -36.982 -6.506

natural (NBO) atomic charge list, values in e, 6 entries: atom 1 (N): -0.909, atom 2 (H): 0.457, atom 3 (H): 0.461, atom 4 (H): 0.533, atom 5 (H): 0.442, atom 6 (N): 0.724



[7]
Here is 9 unconnected molecules or ions with the total composition H20NO8 from the OMol25 dataset. Energies are from ωB97M-V/def2-TZVPD.

Results
Net charge: +1
ΔE to the lowest compared entry with this formula, charge and spin in kcal per mole: 99.71
Maximum force in eV/Å: 12.5
Energy in Ha: -668.3208

Element x y z (Å)
N -0.044 0.022 -0.180
H -0.667 -0.222 -0.852
H -0.245 -0.549 0.422
H -0.196 0.871 0.195
H 0.895 -0.095 -0.462
O -2.225 -0.282 1.997
H -1.640 -0.428 2.815
H -2.866 0.232 2.451
O 0.918 1.733 2.172
H 1.006 1.656 3.130
H 1.559 2.436 2.200
O 0.635 -3.003 1.779
H -0.269 -3.160 2.102
H 0.895 -2.113 2.379
O -2.626 1.734 -0.633
H -3.410 2.024 -1.127
H -2.516 2.338 0.114
O -0.543 -2.122 -1.364
H -0.620 -3.078 -1.207
H -1.002 -2.091 -2.202
O 2.786 2.506 -0.492
H 3.397 3.002 0.239
H 1.912 2.611 -0.150
O 0.073 0.460 -3.307
H -0.878 0.089 -3.264
H -0.279 1.390 -3.242
O 2.192 -1.779 -1.323
H 2.614 -2.431 -0.927
H 1.154 -1.761 -1.263

natural (NBO) atomic charge list, values in e, 6 entries: atom 1 (N): -0.756, atom 2 (H): 0.444, atom 3 (H): 0.403, atom 4 (H): 0.428, atom 5 (H): 0.455, atom 6 (O): -0.943



[8]
Here is a molecular structure, H20NeO10 from the OMol25 dataset. Energies are from ωB97M-V/def2-TZVPD.

Results
Net charge: 0
ΔE to the lowest compared entry with this formula, charge and spin in kcal per mole: 2.27
Maximum force in eV/Å: 1.2
Energy in Ha: -893.3521

Element x y z (Å)
Ne -0.303 -0.141 -0.253
O 0.823 0.725 2.616
H 1.299 -0.010 3.002
H 0.434 1.179 3.363
O -1.437 -2.507 -1.339
H -2.344 -2.207 -1.399
H -0.958 -1.946 -1.948
O 2.551 -1.129 -1.378
H 2.431 -0.748 -0.509
H 2.950 -0.429 -1.895
O 3.002 1.054 0.522
H 3.596 0.463 0.984
H 2.310 1.242 1.156
O 0.198 -0.671 -2.769
H 0.415 0.251 -2.631
H 0.804 -1.148 -2.202
O -3.127 1.030 0.905
H -3.959 0.571 0.790
H -2.573 0.409 1.377
O -1.571 2.598 -0.776
H -1.643 3.515 -0.509
H -2.198 2.136 -0.220
O 0.710 -2.931 1.329
H 0.896 -3.197 0.429
H 0.144 -2.164 1.241
O 0.697 2.067 -2.473
H -0.001 2.148 -1.823
H 0.453 2.682 -3.165
O -1.424 -0.977 2.206
H -0.770 -0.305 2.403
H -1.406 -1.558 2.966

natural (NBO) atomic charge list, values in e, 6 entries: atom 1 (Ne): -0.001, atom 2 (O): -0.950, atom 3 (H): 0.487, atom 4 (H): 0.486, atom 5 (O): -0.972, atom 6 (H): 0.462